Here is 2 unconnected molecules or ions with the total composition C8H13N2O4P from the Open Molecules 2025 dataset. Energies are from wB97M-V/def2-TZVPD.

ORCA input file:
```
! wB97M-V def2-TZVPD RIJCOSX def2/J DEFGRID3
* xyz 0 3
C -3.631 -0.026 -0.740
C -4.424 -0.838 0.060
C -2.466 -0.004 -0.015
C -0.497 2.338 -0.296
C -0.115 2.494 1.149
C 0.926 -1.725 -1.846
C 2.870 -0.810 1.016
C -0.096 1.073 -0.887
N -3.819 -1.236 1.135
N -2.569 -0.756 1.080
O -1.016 3.219 -0.962
O 0.112 -0.306 1.625
O 0.234 -1.548 -0.591
O 2.151 0.000 0.079
P 0.497 -0.195 0.196
H -3.679 0.499 -1.628
H -5.400 -1.146 -0.067
H 0.895 2.991 1.247
H -0.716 3.373 1.473
H -0.335 1.631 1.654
H 1.416 -0.893 -2.082
H 0.189 -2.172 -2.629
H 1.591 -2.628 -1.754
H 3.739 -0.234 1.069
H 3.061 -1.930 0.610
H 2.208 -0.660 1.975
H -0.609 0.825 -1.852
H -1.774 -1.062 1.618
*
```

Output
Frontier orbital gap (alpha / beta) (Eh): 0.367 / 0.226
Expectation value of S²: 2.02
E_HOMO (alpha / beta) (eV): -9.39 / -9.30



Here is a molecular structure, C8H13N2O5SZn from the Open Molecules 2025 dataset. Energies are from wB97M-V/def2-TZVPD.

ORCA input file:
```
! wB97M-V def2-TZVPD RIJCOSX def2/J DEFGRID3
* xyz 1 1
Zn -1.488 1.032 -1.441
O 0.293 3.637 0.827
C -0.281 2.478 0.394
O -0.134 2.236 -0.917
C -1.745 2.529 0.884
O -2.562 1.534 0.243
C -2.787 0.261 0.913
C -1.992 -0.904 0.309
O -1.846 -1.906 0.964
O -1.579 -0.765 -0.937
H 1.047 3.847 0.263
H -2.146 3.493 0.571
H -1.817 2.443 1.966
H -3.848 0.042 0.784
H -2.564 0.352 1.972
S 0.526 1.023 1.514
C 1.155 -0.210 0.448
N 1.121 -1.445 0.908
C 1.605 -2.600 0.143
C 1.513 -2.287 -1.340
C 2.227 -0.977 -1.621
N 1.717 0.063 -0.716
H 0.523 -1.615 1.704
H 0.976 -3.445 0.410
H 2.631 -2.824 0.441
H 0.463 -2.208 -1.621
H 1.967 -3.088 -1.921
H 2.061 -0.639 -2.642
H 3.304 -1.077 -1.472
H 1.658 1.018 -1.031
*
```

Output
Frontier orbital gap (Eh): 0.320
Relative energy (zero: lowest compared OMol25 entry of this formula, charge and spin) (kcal/mol): 47.1
E_HOMO (eV): -13.28



Here is C8H13N2P in the gas phase from the Open Molecules 2025 dataset. Energies are from wB97M-V/def2-TZVPD.

ORCA input file:
```
! wB97M-V def2-TZVPD RIJCOSX def2/J DEFGRID3
* xyz 0 1
C 0.421 2.802 2.198
C 0.831 1.921 1.182
C -0.941 2.692 2.320
C -0.269 1.285 0.699
C 0.211 -1.384 -2.010
C 0.267 0.077 -1.540
C 1.029 -2.373 -1.071
C -0.651 0.522 -0.422
N -1.437 1.880 1.358
N 0.719 -2.224 0.320
P -0.747 -2.353 0.977
H 0.981 3.324 2.974
H 1.816 1.618 1.056
H -1.614 3.355 2.773
H -0.856 -1.707 -2.002
H 0.637 -1.569 -3.012
H 1.295 0.420 -1.237
H 0.002 0.717 -2.417
H 0.786 -3.486 -1.297
H 2.075 -2.114 -1.084
H -1.718 0.716 -0.732
H -2.371 1.407 1.510
H -1.320 -1.080 0.571
H -0.578 -1.682 2.245
*
```

Output
Frontier orbital gap (alpha / beta) (Eh): 0.302 / 0.214
Relative energy (zero: lowest compared OMol25 entry of this formula, charge and spin) (kcal/mol): 65.9
E_HOMO (alpha / beta) (eV): -8.27 / -6.53



Here is 2 unconnected molecules or ions with the total composition C8H13N2S from the Open Molecules 2025 dataset. Energies are from wB97M-V/def2-TZVPD.

ORCA input file:
```
! wB97M-V def2-TZVPD RIJCOSX def2/J DEFGRID3
* xyz 1 1
C 1.850 0.618 1.077
C 1.601 -0.720 1.006
C -0.347 0.203 0.774
C 2.211 -1.034 -2.422
C 3.520 -1.146 -2.425
C -2.308 -0.544 -0.381
C -2.340 1.746 0.735
C -1.742 0.273 0.767
N 0.605 1.179 0.865
N 0.284 -0.976 0.826
S 0.680 -0.850 -2.334
H 2.741 1.131 1.157
H 2.182 -1.589 1.203
H 3.973 -0.318 -1.977
H 4.062 -2.019 -2.609
H -1.781 -0.330 -1.351
H -3.309 -0.297 -0.520
H -2.293 -1.612 -0.265
H -3.490 1.726 0.896
H -2.291 2.307 -0.154
H -1.832 2.280 1.595
H -2.331 -0.195 1.635
H 0.404 2.073 1.162
H -0.051 -1.907 0.739
*
```

Output
Frontier orbital gap (Eh): 0.310
Relative energy (zero: lowest compared OMol25 entry of this formula, charge and spin) (kcal/mol): 35.7
E_HOMO (eV): -11.71



Here is a gas-phase ion, C8H13N6 (charge +1) from the Open Molecules 2025 dataset. Energies are from wB97M-V/def2-TZVPD.

ORCA input file:
```
! wB97M-V def2-TZVPD RIJCOSX def2/J DEFGRID3
* xyz 1 1
C 2.468 -0.702 -2.544
C 1.860 -0.840 -1.076
C 0.948 -2.148 -0.795
N 0.099 -1.942 0.118
N 0.004 -0.606 0.536
C -1.139 -0.231 1.082
C -2.129 -1.175 1.572
N -3.266 -0.818 1.999
C -3.626 0.499 2.192
C -2.665 1.390 1.839
N -1.438 0.985 1.357
C 1.062 0.377 -0.553
N 1.895 1.198 0.151
N 0.198 1.102 -1.302
H 3.159 -1.493 -2.487
H 2.975 0.273 -2.505
H 1.653 -0.673 -3.251
H 2.675 -0.937 -0.277
H 1.126 -3.123 -1.215
H -1.993 -2.319 1.460
H -4.656 0.877 2.407
H -2.740 2.489 2.136
H -0.746 1.645 1.039
H 2.679 0.936 0.760
H 1.545 2.137 0.418
H -0.167 1.855 -0.801
H 0.216 1.245 -2.258
*
```

Output
Frontier orbital gap (Eh): 0.329
Relative energy (zero: lowest compared OMol25 entry of this formula, charge and spin) (kcal/mol): 74.1
E_HOMO (eV): -12.49



Here is 2 unconnected molecules or ions with the total composition C8H13NO from the Open Molecules 2025 dataset. Energies are from wB97M-V/def2-TZVPD.

ORCA input file:
```
! wB97M-V def2-TZVPD RIJCOSX def2/J DEFGRID3
* xyz 0 1
C 1.338 -2.146 -0.483
C 0.476 -1.315 0.460
C -0.034 -0.006 -0.158
C 1.098 0.889 -0.446
N 1.948 1.554 -0.894
C -1.017 -0.109 -1.382
C -2.061 0.690 -0.603
C -2.411 -0.023 0.664
C -1.137 0.767 0.602
H 1.630 -3.088 -0.001
H 0.789 -2.394 -1.403
H 2.257 -1.614 -0.768
H -0.405 -1.898 0.759
H 1.025 -1.079 1.383
H -0.642 0.400 -2.276
H -1.300 -1.138 -1.644
H -2.687 1.476 -1.024
H -3.190 0.447 1.265
H -2.407 -1.115 0.706
H -0.949 1.607 1.270
O 2.796 2.642 1.634
H 3.038 2.666 0.648
H 1.845 2.787 1.692
*
```

Output
Frontier orbital gap (Eh): 0.407
Relative energy (zero: lowest compared OMol25 entry of this formula, charge and spin) (kcal/mol): 45.0
E_HOMO (eV): -10.32



Here is C8H13NO in the gas phase from the Open Molecules 2025 dataset. Energies are from wB97M-V/def2-TZVPD.

ORCA input file:
```
! wB97M-V def2-TZVPD RIJCOSX def2/J DEFGRID3
* xyz 0 1
C -2.345 1.255 0.424
C -0.892 0.933 0.725
C 0.034 0.651 -0.164
C -0.080 0.871 -1.691
C 1.382 0.195 0.345
O 2.482 1.012 -0.041
C 1.647 -1.304 -0.011
C 0.532 -2.024 0.769
C -0.698 -1.713 0.159
N -1.764 -1.644 -0.251
H -2.443 2.297 -0.055
H -2.781 0.381 -0.161
H -2.982 1.364 1.415
H -0.553 0.982 1.728
H 0.520 0.093 -2.115
H 0.278 1.835 -1.985
H -1.196 0.755 -1.993
H 1.311 0.297 1.519
H 2.207 1.791 -0.411
H 2.624 -1.675 0.165
H 1.439 -1.404 -1.072
H 0.577 -1.807 1.882
H 0.702 -3.140 0.818
*
```

Output
Frontier orbital gap (Eh): 0.362
Relative energy (zero: lowest compared OMol25 entry of this formula, charge and spin) (kcal/mol): 54.1
E_HOMO (eV): -9.07



Here is 2 unconnected molecules or ions with the total composition C8H13NO from the Open Molecules 2025 dataset. Energies are from wB97M-V/def2-TZVPD.

ORCA input file:
```
! wB97M-V def2-TZVPD RIJCOSX def2/J DEFGRID3
* xyz 0 1
C -2.325 -0.091 -1.708
C -1.440 0.427 -1.088
C -0.381 1.129 -0.348
C -0.194 2.524 -0.973
O -0.696 1.280 0.990
C 0.976 0.329 -0.597
C 2.081 0.590 0.079
H -3.087 -0.577 -2.249
H -1.124 3.080 -0.881
H 0.582 3.054 -0.426
H 0.082 2.443 -2.022
H -0.426 0.418 1.564
H 1.004 -0.228 -1.526
H 2.043 1.149 1.003
H 3.046 0.208 -0.217
H 0.889 -0.693 2.813
N 0.151 -0.946 2.163
C 0.466 -1.807 1.278
C -0.582 -2.383 0.395
H 1.448 -2.288 1.231
H -1.514 -1.833 0.490
H -0.746 -3.425 0.671
H -0.253 -2.358 -0.642
*
```

Output
Frontier orbital gap (Eh): 0.387
Relative energy (zero: lowest compared OMol25 entry of this formula, charge and spin) (kcal/mol): 85.5
E_HOMO (eV): -9.64



Here is C8H13NO in the gas phase from the Open Molecules 2025 dataset. Energies are from wB97M-V/def2-TZVPD.

ORCA input file:
```
! wB97M-V def2-TZVPD RIJCOSX def2/J DEFGRID3
* xyz 0 1
C -1.245 -2.875 -0.990
C -0.291 -1.948 -1.069
C -0.237 -0.751 -0.245
C -1.274 -0.292 0.706
C -0.956 -0.522 2.167
C 0.824 0.063 -0.455
O 1.943 -0.272 -1.330
N 2.578 1.055 -1.029
C 1.451 1.376 -0.042
C 0.678 2.684 -0.373
H -1.355 -3.655 -1.856
H -2.174 -2.851 -0.357
H 0.555 -2.173 -1.834
H -2.240 -0.801 0.667
H -1.481 0.743 0.555
H 0.083 -0.326 2.446
H -1.674 0.119 2.892
H -1.177 -1.644 2.414
H 2.824 1.636 -1.887
H 1.604 1.367 1.090
H 0.745 2.927 -1.377
H 1.147 3.514 0.001
H -0.328 2.627 -0.093
*
```

Output
Frontier orbital gap (Eh): 0.317
Relative energy (zero: lowest compared OMol25 entry of this formula, charge and spin) (kcal/mol): 121.0
E_HOMO (eV): -7.84



What did we get for F_max? Answer: 6.66; 0.43; 4.13; 5.82; 4.49; 2.46; 3.71; 2.54; 3.15 eV Å⁻¹, in the order shown.
What did we get for total energy? Answer: -28960.6751; -80972.7515; -20771.0544; -22313.9324; -17438.2559; -12042.6044; -12042.2113; -12040.8487; -12039.3085 eV, in the order shown.